ORCA calculation (ωB97M-V with the def2-TZVPD basis set) on a 2-piece molecular cluster, C16H17N overall.

ORCA input file:
```
! RIJCOSX wB97M-V def2-TZVPD def2/J DEFGRID3
* xyz 0 1
C -1.6616 0.6644 2.0981
C -0.1845 3.0481 -0.2335
C -1.0301 1.9185 0.0765
C -1.2324 1.9144 1.5115
C -0.4883 2.9630 2.0122
C 0.0295 3.4162 -1.5459
C -0.4617 2.6565 -2.5407
C -1.1753 0.9712 -0.9041
C -0.9691 1.4022 -2.2477
N 0.0601 3.7717 0.9420
H 0.6660 4.5594 1.0399
H 0.5793 4.4358 -1.6763
H -0.4306 3.0338 3.0531
H -0.3252 2.8698 -3.4979
H -1.3812 -0.1354 -0.8093
H -0.7934 -0.0509 2.2420
H -2.3200 0.0284 1.4007
H -1.2284 0.7227 -3.2064
H -2.1138 0.4216 3.1453
C 2.0372 -0.7085 0.4894
C -0.0457 -4.3659 -0.5450
C 0.4695 -4.1137 0.7519
C 0.1420 -3.3911 -1.4589
C 1.0389 -2.9622 1.0468
C 0.8935 -2.2056 -1.1947
C 1.4513 -2.0263 0.0353
H -0.5720 -5.2839 -0.7282
H 0.2444 -4.9096 1.5524
H -0.3683 -3.2991 -2.5657
H 1.4441 -2.7274 2.0483
H 1.2098 -1.5035 -2.1799
H 2.5712 -0.7863 1.4745
H 1.0651 -0.0156 0.5639
H 2.8797 -0.3126 -0.1497
*
```

## Properties
E_HOMO = -7.944 eV
DFT total energy = -18354.7311 eV
energy relative to the best compared isomer or geometry (same formula, charge and spin) = 348.4 kJ/mol
molar mass = 223.319 g mol⁻¹
structure (SMILES) = Cc1c[nH]c2ccccc12.Cc1ccccc1